# 1
This record from the OMol25 dataset describes C47H59NO2SbSi4Ti as an isolated structure. The level of theory is ωB97M-V with the def2-TZVPD basis set.

Calculated values
2S+1: 3
Maximum force (hartree/bohr): 0.058
Frontier orbital gap (spin up / spin down) (eV): 5.31 / 7.04
Energy above the lowest of the compared OMol25 structures with the same formula, charge and spin (eV): 2.740
Total charge: -1

Atoms and positions in Å:
1 H 1.77529 -0.26855 5.02704
2 C -1.17143 0.78554 -0.91035
3 N 1.33990 1.71291 0.27435
4 C 1.08390 -1.19370 -5.29123
5 C 4.03435 -4.46200 1.25688
6 C 0.82041 -5.20509 -0.84979
7 C -4.80763 -0.49365 1.38053
8 H -5.86005 1.00465 4.22854
9 H -2.18430 4.06220 -0.92396
10 C 1.06930 3.24505 2.11797
11 H 5.26856 -1.03289 -0.30464
12 C -1.65075 0.50273 -2.19839
13 C -3.57271 -2.39896 -2.18048
14 H -1.97008 -5.13415 -2.71648
15 H -1.19314 -1.75090 3.72715
16 C -1.63582 3.42621 1.61124
17 H -6.50934 -3.37779 -0.81671
18 H 2.71040 -3.98649 -1.90048
19 C -0.30404 -4.66071 -1.45327
20 C 5.34076 -1.98474 0.21005
21 H -1.48410 -0.47500 -2.62462
22 H 4.45847 -3.92628 -1.93869
23 H 3.52191 -2.48695 -2.25912
24 H -1.34210 -7.47239 -3.05666
25 C -0.97805 1.11651 4.14488
26 Si 3.56976 -0.57519 3.24837
27 C -1.07087 -5.50993 -2.24866
28 C -3.42137 -0.42671 1.55213
29 H -1.33990 -3.27714 -4.20849
30 H 4.44794 -2.45600 4.72707
31 H 0.10188 1.20117 4.06240
32 C -2.29721 1.42301 -3.00419
33 H 2.32850 1.28544 4.44779
34 C -2.67128 -3.05992 -1.35531
35 H 2.48237 -3.90400 4.20304
36 C 1.55448 -3.36496 4.36321
37 C -0.84370 2.65094 0.77248
38 H 4.94051 -4.95733 0.92338
39 H -1.39243 2.11980 4.23987
40 C -0.72367 -6.83464 -2.43693
41 H 3.29349 0.38729 5.60930
42 H 5.57997 -1.12029 4.73718
43 C -1.17705 -2.64388 3.10957
44 C -0.01594 -2.20267 -2.91663
45 C 0.02645 -2.08741 -5.33328
46 C 3.56877 -3.37957 -1.64592
47 O -0.59792 0.05857 2.03583
48 H -3.21154 -1.78087 -2.99106
49 H -2.69628 3.49094 1.40715
50 H 4.16918 -4.17984 2.29527
51 C -5.44165 -3.29792 -0.97089
52 H 0.88656 1.39413 -0.58314
53 H 1.43589 -0.95785 -1.93930
54 H 5.70568 -1.79660 1.21136
55 H -4.93715 -4.59061 0.66782
56 H 3.89891 1.62109 2.04441
57 C -3.82464 0.74308 3.65753
58 H -1.22309 0.55622 5.04996
59 C -4.93917 -2.51048 -1.99215
60 C 0.26052 -5.04430 2.28049
61 C -5.18095 0.62548 3.47396
62 C 0.27017 4.04179 2.91579
63 H -0.42436 -5.16199 1.44627
64 Si -0.77315 -2.78174 -1.22193
65 H 1.80121 -2.40365 4.79589
66 C -1.09207 4.12015 2.67741
67 C -3.20423 -3.84252 -0.33027
68 H 2.42170 -0.10533 -4.02090
69 H -0.20427 -5.50153 3.15107
70 H -6.74446 -0.02725 2.15416
71 O -2.64221 -1.03140 0.69373
72 Sb 1.73704 -1.42197 1.09162
73 C -0.50925 -2.58676 -4.15906
74 C 1.18402 -6.52640 -1.03226
75 H -3.45312 1.22779 4.54666
76 Ti -0.88610 -0.76567 0.45759
77 C -1.50119 0.43986 2.89709
78 H 5.18787 0.51968 1.61442
79 C 1.59737 -0.80561 -4.06353
80 C 0.41336 -7.34875 -1.83454
81 C -1.39539 2.11535 -0.48649
82 C 2.65844 0.29029 4.73181
83 H -1.73101 -2.44289 2.18730
84 H -0.38209 -2.39581 -6.28860
85 H -2.63177 1.13110 -3.99219
86 H 0.69061 -8.38415 -1.98166
87 C 1.04654 -1.30296 -2.89803
88 H 2.07230 -6.91033 -0.54844
89 Si 0.59794 -3.18761 2.69725
90 C -2.51893 2.71046 -2.54529
91 Si 3.65931 -2.90373 0.20634
92 H 0.70805 4.59869 3.73200
93 H 2.12826 3.17141 2.32397
94 H 1.42143 -4.57930 -0.20637
95 C 4.57992 0.87333 2.44045
96 H 3.22841 -5.18420 1.21632
97 C -2.06044 3.04748 -1.28816
98 H 1.49876 -0.79157 -6.20662
99 C 0.53225 2.53387 1.04857
100 H 5.23867 1.36374 3.15366
101 H -1.72954 4.72684 3.30603
102 H 1.15841 -5.60925 2.06076
103 C -4.56249 -3.97439 -0.13973
104 H -1.72347 -3.41733 3.64350
105 H -3.03306 3.43941 -3.15859
106 H 5.51952 -2.21466 3.37241
107 H 6.08581 -2.58107 -0.30881
108 H -2.52533 -4.36617 0.33321
109 H -5.17825 -0.98183 0.48828
110 H 0.96889 -3.92163 5.08906
111 C -5.67821 0.02810 2.31923
112 C 4.91158 -1.69795 4.10608
113 H -5.61924 -1.96874 -2.63767
114 C -2.89096 0.25992 2.70760
115 H 2.29251 2.02630 0.15909



# 2
This record from the OMol25 dataset describes a 8-piece molecular cluster, C47H60IN8O3P overall. The level of theory is ωB97M-V with the def2-TZVPD basis set.

Calculated values
Maximum force (hartree/bohr): 0.046
Frontier orbital gap (eV): 8.03

Atoms and positions in Å:
1 H -1.39604 -0.70140 -1.48122
2 C -0.04777 -0.32990 -3.82408
3 H -1.09086 3.14987 -0.03656
4 C 1.86595 7.25307 -3.62173
5 C 0.34488 0.59296 2.32504
6 H 4.14679 -7.70561 -3.31481
7 H 1.28738 7.66432 -4.43722
8 C 0.41628 -0.15583 -2.29358
9 H 5.10339 8.02075 2.74172
10 H 1.20618 -0.82188 -1.96316
11 H 4.73384 7.63890 -1.88053
12 H -0.22996 -3.76588 -2.00162
13 H 0.61345 -11.01805 -2.77151
14 C -2.92280 7.40487 1.43906
15 C -0.33433 -1.32920 6.54001
16 C -0.46759 -4.19357 -5.20319
17 H -1.35596 -2.18110 1.94857
18 H 2.55032 -0.30985 0.89531
19 H 1.78407 5.54058 1.64305
20 H 1.31021 2.97195 1.74021
21 H 3.26646 -0.97571 2.35668
22 C -6.63536 -5.07185 -0.80872
23 H 0.64900 -1.96990 -0.20556
24 H -0.17771 -0.19685 2.86488
25 C 1.31060 -2.99075 6.98315
26 N 1.07525 -9.06943 -3.20357
27 H -1.17020 1.00964 -1.76819
28 H -0.68537 -6.20488 -1.99372
29 H -2.69597 -3.99446 -1.05724
30 H 2.97106 -11.73526 -2.42724
31 H 1.73948 -1.04621 3.89098
32 H 6.52496 5.96788 2.67777
33 H -2.57629 9.73400 -1.53497
34 H 1.61545 3.74687 0.22320
35 C 3.32730 6.94287 2.19576
36 C -0.73245 -5.55122 -5.30936
37 C 5.46811 5.92145 2.45421
38 H 2.67262 7.80319 2.20963
39 I -1.42840 4.09809 2.49862
40 C -2.68343 9.04592 -0.70333
41 C 3.78231 7.23878 -2.20246
42 H -7.51176 -1.47585 -1.64261
43 C -0.37474 -4.29926 -2.93126
44 N 2.06333 5.59327 -1.90528
45 H -3.39986 5.83733 0.05093
46 C -7.72362 -4.50285 -0.16832
47 C 0.93384 3.06897 0.73005
48 C 1.02173 1.77254 -0.09083
49 C -1.02294 -3.45706 6.94736
50 C -1.27170 -3.52601 0.27071
51 C 3.39641 -8.47267 -3.18311
52 H -2.41584 9.19762 2.51775
53 H -1.41200 0.82092 0.79033
54 H -1.86060 -4.13979 7.04086
55 H -3.18279 7.35134 -1.92608
56 H -8.89872 -2.70727 0.01765
57 O -0.30136 -4.24022 0.09281
58 C -0.69574 0.12442 -1.34932
59 H 0.32648 -0.01868 -4.80017
60 H 3.47629 8.66717 -3.77847
61 C 0.18105 -1.45784 0.63246
62 C -5.92813 -4.29662 -1.71517
63 C -3.02016 7.71793 -0.92167
64 C 4.87209 4.71424 2.12370
65 H 0.58981 -1.26618 -3.85057
66 O 1.84398 -0.11291 4.09064
67 H 0.69693 2.09301 -1.07701
68 H 1.73194 -7.17326 -3.60757
69 H 3.71928 0.59967 1.80842
70 C -3.14088 6.88160 0.17600
71 C -7.28386 -2.50402 -1.38380
72 C 1.42904 -10.31168 -2.88128
73 H -8.30226 -5.07308 0.54689
74 H -0.39241 -3.57100 -6.08865
75 H -1.99166 -1.52275 0.48167
76 C 1.80274 0.57696 2.81246
77 H 0.45488 5.69016 -3.17074
78 C 3.08156 7.80658 -3.25381
79 C 1.40255 6.15256 -2.91655
80 C -0.63182 -5.66185 -2.92758
81 H 4.78447 -10.04212 -2.70733
82 C -8.05754 -3.19042 -0.45981
83 H -6.33885 -6.09267 -0.61157
84 H 0.77494 -1.69975 1.50545
85 C -2.59367 8.74763 1.54704
86 C 2.74263 -10.71182 -2.69068
87 C 2.86855 -0.07179 1.90488
88 H 1.77476 -0.92776 6.56932
89 C 3.23159 6.13693 -1.56718
90 H 5.45526 3.80069 2.08118
91 C 3.74618 -9.76955 -2.84653
92 C -1.19071 -2.14550 0.87238
93 H -5.06753 -4.70099 -2.23847
94 H 3.74399 5.65419 -0.74178
95 C -0.45326 3.71955 0.63057
96 N -0.29110 -3.56673 -4.04302
97 H -0.35074 4.69270 0.16382
98 C 2.83198 5.68671 1.88062
99 H 0.47396 -4.94328 7.34885
100 H -0.86919 -6.00905 -6.27951
101 H 2.06194 1.48853 -0.21938
102 H -0.61809 -0.30887 6.30831
103 H 2.15545 1.56682 3.07780
104 H 2.34069 -3.30085 7.10550
105 N 3.57667 4.58639 1.83954
106 N -2.47171 9.56554 0.50326
107 C 4.67561 7.05903 2.48918
108 H -1.01424 -7.36188 -4.18337
109 O 0.80094 0.80782 -3.10361
110 C 2.05183 -8.17625 -3.34793
111 C -0.81476 -6.29842 -4.14521
112 C 1.00168 -1.67344 6.68807
113 H -3.00461 6.78697 2.31990
114 H -3.27806 -3.37872 0.32955
115 N -6.23436 -3.03464 -2.00720
116 N -1.33866 -2.19471 6.66339
117 H -0.12077 1.50864 2.68348
118 C 0.27753 -3.90523 7.11794
119 N -2.56818 -3.99474 -0.04955
120 P -0.09059 0.38832 0.46707